89
Properties=species:S:1:pos:R:3 method="wB97M-V/def2-TZVPD" de_lowest_kcal_mol=14.7 orbital_gap_ev="4.5617 / 7.2428" homo_energy_ev="-2.06 / -4.75" multiplicity=3 lumo_energy_ev="2.50 / 2.49" charge=-1
Ti 0.806 -0.663 -1.510
O 2.540 -0.925 -0.876
C 3.084 -2.005 -0.311
C 4.031 -1.848 0.687
C 4.670 -2.951 1.245
C 4.363 -4.232 0.781
C 3.408 -4.395 -0.205
C 2.710 -3.301 -0.765
C 1.692 -3.525 -1.733
N 0.731 -2.636 -2.068
C 0.160 -2.783 -3.390
C 1.044 -1.914 -4.274
N 1.246 -0.682 -3.516
C 2.168 0.115 -4.007
C 2.408 1.447 -3.527
C 3.371 2.272 -4.121
C 3.523 3.592 -3.743
C 2.690 4.126 -2.758
C 1.736 3.331 -2.145
C 1.615 1.986 -2.495
O 0.747 1.207 -1.886
H 4.265 -0.840 1.005
H 5.408 -2.812 2.024
H 4.869 -5.100 1.188
H 3.157 -5.393 -0.553
H 1.671 -4.506 -2.225
H -0.866 -2.391 -3.392
H 0.133 -3.837 -3.716
H 0.589 -1.691 -5.250
H 2.004 -2.423 -4.449
H 2.775 -0.241 -4.845
H 3.998 1.860 -4.906
H 4.278 4.207 -4.218
H 2.785 5.164 -2.460
H 1.089 3.714 -1.373
C 2.034 2.049 1.280
C 0.736 1.574 1.916
C 1.019 0.461 2.915
C -0.010 2.726 2.578
O -0.018 1.045 0.834
Si -1.605 0.627 0.660
S -1.800 -0.554 -1.029
O -2.554 1.987 0.644
C -2.966 2.892 -0.378
C -1.790 3.253 -1.267
C -3.462 4.129 0.365
C -4.094 2.262 -1.179
O -2.036 -0.054 2.102
C -3.314 -0.204 2.695
C -3.760 1.119 3.296
C -3.135 -1.246 3.797
C -4.311 -0.697 1.652
H 2.750 2.350 2.051
H 1.855 2.900 0.624
H 2.480 1.248 0.682
H 1.688 0.830 3.698
H 1.503 -0.375 2.409
H 0.098 0.106 3.376
H 0.599 3.157 3.377
H -0.952 2.393 3.009
H -0.229 3.505 1.849
H -1.013 3.713 -0.660
H -2.091 3.967 -2.037
H -1.366 2.374 -1.748
H -2.653 4.552 0.960
H -4.280 3.864 1.034
H -3.816 4.892 -0.329
H -3.764 1.342 -1.657
H -4.432 2.956 -1.952
H -4.939 2.040 -0.526
H -3.029 1.458 4.031
H -4.717 0.986 3.803
H -3.863 1.891 2.536
H -2.380 -0.909 4.506
H -2.808 -2.193 3.370
H -4.068 -1.413 4.339
H -4.392 0.004 0.823
H -5.305 -0.822 2.090
H -3.983 -1.652 1.250
C 0.590 -3.661 2.382
S -0.450 -2.725 1.288
C -0.877 -4.009 0.145
O 0.560 -1.847 0.604
H 0.038 -4.506 2.787
H 0.886 -2.994 3.186
H 1.471 -3.986 1.823
H -1.558 -4.669 0.681
H 0.008 -4.536 -0.213
H -1.392 -3.529 -0.686